Density functional theory data (ωB97M-V with the def2-TZVPD basis set) for a cluster of 10 separate species, C40H84NO13P in total.

The HOMO energy comes out at -8.90 eV. As for the gap between HOMO and LUMO: 9.044 eV. The calculation puts the LUMO energy at 0.14 eV. The net charge is 0. As for the SMILES: NCCCCOP(=O)(O)O.C1CCOC1.C1CCOC1.C1CCOC1.C1CCOC1.C1CCOC1.C1CCOC1.C1CCOC1.C1CCOC1.C1CCOC1.

```
139
C40H84NO13P (ωB97M-V with the def2-TZVPD basis set)
N 0.143 0.960 -7.038
C 1.380 0.692 -7.916
C 1.577 -0.939 -8.009
C 2.991 -1.484 -7.342
C 2.803 -1.408 -5.682
O 4.136 -1.326 -5.064
P 4.076 -0.748 -3.423
O 2.866 0.215 -3.093
O 5.542 0.211 -3.130
O 4.098 -2.009 -2.207
H 0.339 0.661 -6.037
H -0.623 0.313 -7.364
H 2.294 1.107 -7.285
H 1.304 1.231 -8.963
H 0.708 -1.432 -7.361
H 1.482 -1.224 -9.150
H 3.209 -2.584 -7.713
H 3.850 -0.789 -7.734
H 2.114 -0.481 -5.493
H 2.195 -2.383 -5.401
H 5.560 1.007 -3.752
H 3.221 -2.503 -2.218
C -0.702 2.152 -1.051
C 0.332 1.177 -1.552
C -0.499 0.247 -2.409
O -1.582 1.024 -2.937
C -1.622 2.280 -2.245
H -0.284 3.110 -0.730
H -1.246 1.714 -0.206
H 1.066 1.703 -2.175
H 0.869 0.657 -0.755
H -0.929 -0.565 -1.813
H 0.075 -0.190 -3.231
H -1.269 3.053 -2.937
H -2.651 2.512 -1.960
C -2.046 6.770 1.774
C -1.143 7.344 0.713
C -0.419 6.112 0.214
O -1.320 5.008 0.370
C -2.427 5.433 1.177
H -2.912 7.398 2.001
H -1.480 6.618 2.701
H -1.747 7.775 -0.094
H -0.465 8.117 1.083
H 0.472 5.904 0.815
H -0.120 6.198 -0.835
H -3.301 5.526 0.522
H -2.640 4.678 1.939
C -1.966 -3.278 -0.414
C -1.311 -4.589 -0.065
C -1.892 -5.521 -1.107
O -2.150 -4.730 -2.275
C -2.024 -3.345 -1.924
H -1.423 -2.404 -0.046
H -2.982 -3.250 -0.002
H -0.226 -4.509 -0.200
H -1.504 -4.920 0.958
H -2.845 -5.945 -0.773
H -1.214 -6.341 -1.360
H -1.098 -2.969 -2.374
H -2.866 -2.782 -2.337
C -4.001 0.288 3.399
C -3.843 0.834 2.004
C -2.830 -0.117 1.405
O -3.023 -1.387 2.042
C -3.889 -1.204 3.171
H -4.940 0.576 3.880
H -3.173 0.633 4.029
H -4.794 0.754 1.464
H -3.520 1.877 1.974
H -1.806 0.210 1.615
H -2.946 -0.226 0.323
H -4.862 -1.641 2.919
H -3.482 -1.732 4.037
C 5.769 -6.254 -2.579
C 5.534 -5.663 -3.945
C 4.025 -5.690 -4.048
O 3.515 -5.542 -2.716
C 4.600 -5.703 -1.791
H 6.737 -5.990 -2.146
H 5.702 -7.347 -2.631
H 5.892 -4.627 -3.968
H 6.027 -6.213 -4.752
H 3.670 -6.650 -4.437
H 3.634 -4.890 -4.683
H 4.832 -4.717 -1.375
H 4.295 -6.363 -0.975
C -5.525 6.450 -3.716
C -4.102 5.979 -3.560
C -3.546 6.975 -2.565
O -4.638 7.380 -1.728
C -5.860 6.913 -2.315
H -6.205 5.678 -4.084
H -5.561 7.299 -4.409
H -4.090 4.972 -3.127
H -3.541 5.956 -4.498
H -3.162 7.868 -3.069
H -2.748 6.551 -1.950
H -6.231 6.085 -1.702
H -6.604 7.715 -2.305
C 4.932 -7.788 3.547
C 4.597 -6.319 3.501
C 5.446 -5.837 2.345
O 5.570 -6.937 1.433
C 5.090 -8.123 2.080
H 4.172 -8.397 4.044
H 5.885 -7.935 4.070
H 3.534 -6.189 3.264
H 4.807 -5.791 4.434
H 6.453 -5.565 2.678
H 5.005 -4.979 1.830
H 4.128 -8.385 1.627
H 5.792 -8.945 1.911
C 2.703 -6.633 8.744
C 2.369 -5.165 8.698
C 3.218 -4.683 7.542
O 3.342 -5.782 6.629
C 2.862 -6.968 7.277
H 1.944 -7.242 9.241
H 3.656 -6.780 9.266
H 1.306 -5.034 8.461
H 2.578 -4.636 9.631
H 4.225 -4.410 7.875
H 2.776 -3.824 7.027
H 1.900 -7.231 6.824
H 3.563 -7.790 7.108
C -5.065 9.919 5.582
C -4.907 10.465 4.186
C -3.893 9.515 3.587
O -4.087 8.245 4.225
C -4.953 8.428 5.353
H -6.004 10.207 6.063
H -4.237 10.265 6.212
H -5.858 10.386 3.647
H -4.583 11.509 4.156
H -2.870 9.842 3.797
H -4.010 9.405 2.505
H -5.925 7.991 5.102
H -4.546 7.900 6.220
```

***

Density functional theory data (ωB97M-V with the def2-TZVPD basis set) for a cluster of 12 separate species, C40H91Br6N7O13 in total.

The HOMO energy comes out at -13.06 eV. As for the gap between HOMO and LUMO: 5.230 eV. The calculation puts the LUMO energy at -7.83 eV. The net charge is +2.

```
157
C40H91Br6N7O13 (ωB97M-V with the def2-TZVPD basis set)
C 26.616 27.052 -3.704
C 25.174 26.515 -3.518
C 24.254 27.550 -4.205
C 22.872 27.001 -4.576
C 23.025 25.821 -5.486
C 23.848 24.614 -4.951
N 25.048 25.167 -4.217
O 25.890 24.271 -3.813
C 24.285 23.725 -6.145
C 23.053 23.794 -3.900
C 24.669 26.213 -2.067
H 26.680 28.092 -3.383
H 26.900 27.201 -4.746
H 27.335 26.407 -3.202
H 24.732 28.019 -5.065
H 24.112 28.356 -3.484
H 22.160 27.771 -4.876
H 22.399 26.713 -3.633
H 23.407 26.062 -6.477
H 22.005 25.433 -5.505
H 24.708 22.799 -5.756
H 24.967 24.213 -6.840
H 23.439 23.440 -6.771
H 22.618 24.474 -3.166
H 23.678 23.127 -3.306
H 22.231 23.172 -4.254
H 25.206 25.342 -1.694
H 23.608 26.025 -1.908
H 24.854 27.077 -1.427
C 29.722 26.511 -7.891
C 29.743 24.942 -7.836
C 29.389 24.659 -6.310
C 29.011 23.211 -5.995
C 27.911 22.673 -6.911
C 28.086 22.913 -8.382
N 28.521 24.356 -8.546
O 28.396 24.791 -9.777
C 26.699 22.789 -9.007
C 29.193 21.958 -8.958
C 31.034 24.247 -8.211
H 28.872 26.924 -7.349
H 29.639 26.932 -8.896
H 30.672 26.923 -7.554
H 28.724 25.448 -5.958
H 30.325 24.981 -5.847
H 28.639 23.127 -4.974
H 29.973 22.697 -6.007
H 27.008 23.091 -6.462
H 27.817 21.620 -6.643
H 26.709 22.741 -10.094
H 26.137 23.620 -8.581
H 26.212 21.849 -8.746
H 29.331 22.206 -10.011
H 28.923 20.901 -9.009
H 30.106 21.879 -8.372
H 31.428 23.415 -7.627
H 31.835 24.981 -8.106
H 31.068 23.868 -9.232
C 25.908 26.592 -11.311
C 24.823 26.984 -10.295
N 24.967 28.414 -9.714
C 24.377 29.357 -10.812
C 24.066 28.433 -8.442
C 22.555 28.058 -8.614
C 26.468 28.663 -9.421
C 26.780 29.977 -8.683
O 26.123 30.098 -7.452
C 26.810 29.544 -6.344
H 25.730 25.772 -12.005
H 26.897 26.363 -10.913
H 26.149 27.435 -11.964
H 24.847 26.324 -9.427
H 23.805 26.925 -10.678
H 23.320 29.193 -11.018
H 24.890 29.332 -11.772
H 24.390 30.331 -10.323
H 23.989 29.385 -7.924
H 24.366 27.701 -7.692
H 21.956 28.502 -7.825
H 22.358 26.985 -8.591
H 22.048 28.401 -9.516
H 26.954 28.668 -10.397
H 26.813 27.776 -8.887
H 26.582 30.858 -9.292
H 27.854 29.981 -8.479
H 27.191 28.525 -6.439
H 25.999 29.519 -5.617
H 27.628 30.188 -6.015
O 26.504 26.134 -6.962
H 26.711 25.195 -7.093
C 31.024 30.786 -5.585
N 30.832 31.839 -6.648
O 30.052 32.731 -6.379
O 31.401 31.668 -7.697
H 31.669 30.111 -6.146
H 30.123 30.292 -5.228
H 31.509 31.195 -4.701
C 19.242 27.346 -11.293
N 20.447 28.097 -11.729
O 20.344 29.220 -12.197
O 21.484 27.456 -11.817
H 18.418 27.659 -11.930
H 19.146 27.595 -10.236
H 19.387 26.271 -11.360
C 22.417 23.410 -11.665
N 23.820 22.905 -11.604
O 24.690 23.649 -11.222
O 23.942 21.702 -11.780
H 21.977 23.134 -12.620
H 22.425 24.486 -11.501
H 21.968 22.900 -10.814
C 26.430 33.566 -9.167
N 26.420 35.083 -9.188
O 27.537 35.562 -9.312
O 25.387 35.682 -9.257
H 25.474 33.055 -9.050
H 27.050 33.122 -8.390
H 26.819 33.425 -10.175
Br 33.738 27.936 -13.170
C 32.018 27.301 -12.415
C 30.957 27.007 -13.406
Br 29.340 26.196 -12.511
H 31.713 27.980 -11.620
H 32.175 26.338 -11.928
H 31.337 26.326 -14.166
H 30.542 27.881 -13.904
Br 29.348 30.166 -11.173
C 30.056 32.066 -11.304
C 31.550 31.984 -11.406
Br 32.244 33.767 -11.828
H 29.756 32.657 -10.439
H 29.635 32.581 -12.166
H 31.881 31.134 -12.006
H 32.069 31.631 -10.514
Br 19.631 27.934 -6.978
C 18.852 29.689 -6.654
C 19.030 30.613 -7.867
Br 20.913 31.060 -8.483
H 19.372 30.113 -5.798
H 17.782 29.671 -6.456
H 18.537 31.583 -7.916
H 18.521 30.150 -8.714
C 26.734 31.430 -13.632
C 27.349 30.209 -14.367
O 26.620 29.091 -13.860
C 26.206 28.181 -14.898
C 27.422 27.348 -15.317
H 25.716 31.260 -13.286
H 27.319 31.773 -12.775
H 26.898 32.337 -14.217
H 27.150 30.413 -15.420
H 28.416 30.047 -14.210
H 25.353 27.582 -14.579
H 25.829 28.672 -15.797
H 27.655 26.394 -14.846
H 28.363 27.867 -15.123
H 27.405 27.203 -16.398
```